# C37H37AsBrIrN4O3S3

C37H37AsBrIrN4O3S3 as an isolated structure in a non-equilibrium geometry (ωB97M-V with the def2-TZVPD basis set, the Open Molecules 2025 dataset).

Summary:
Energy above the lowest of the compared OMol25 structures with the same formula, charge and spin = 0.0 kcal/mol
<S²> = 0.771
HOMO-LUMO gap (alpha / beta) = 6.72 / 4.62 eV

Geometry as ORCA input:
```
! RIJCOSX wB97M-V def2-TZVPD def2/J DEFGRID3
* xyz 3 2
Ir 0.01 -0.20 0.09
S 1.42 -0.51 1.81
C 3.04 -0.15 1.30
C 4.08 -0.50 2.17
C 5.39 -0.29 1.78
C 5.67 0.28 0.54
C 4.63 0.65 -0.32
C 3.32 0.45 0.07
As 1.84 0.97 -1.03
C 2.52 0.58 -2.79
C 3.12 1.57 -3.56
C 3.71 1.23 -4.78
C 3.70 -0.08 -5.22
C 3.12 -1.07 -4.44
C 2.52 -0.75 -3.23
C 1.87 2.89 -0.88
C 2.32 3.44 0.32
C 2.31 4.81 0.50
C 1.84 5.65 -0.51
C 1.37 5.10 -1.70
C 1.37 3.72 -1.88
H 3.85 -0.94 3.13
H 6.20 -0.56 2.44
H 6.69 0.44 0.23
H 4.86 1.11 -1.27
H 3.16 2.59 -3.21
H 4.18 2.01 -5.37
H 4.18 -0.34 -6.16
H 3.15 -2.11 -4.77
H 2.11 -1.52 -2.60
H 2.69 2.80 1.11
H 2.67 5.24 1.43
H 1.85 6.72 -0.37
H 1.00 5.75 -2.48
H 1.02 3.31 -2.82
C -0.84 2.87 1.10
O -0.99 1.44 1.20
C -1.56 0.96 2.37
C -2.05 1.78 3.36
C -2.64 1.20 4.49
Br -3.36 2.29 5.80
C -2.67 -0.18 4.63
C -2.16 -1.01 3.64
C -1.63 -0.45 2.46
O -1.20 -1.18 1.46
C -2.16 -2.46 3.83
N -1.62 -3.35 3.01
C -1.81 -4.65 3.51
C -1.44 -5.90 3.02
C -1.81 -6.98 3.79
C -2.52 -6.83 5.00
C -2.88 -5.58 5.47
C -2.50 -4.50 4.69
N -2.70 -3.12 4.85
H -1.81 3.35 1.22
H -0.44 3.08 0.12
H -0.15 3.22 1.87
H -2.00 2.85 3.30
H -3.10 -0.58 5.54
H -1.13 -3.06 2.17
H -0.89 -6.01 2.10
H -1.56 -7.98 3.46
H -2.79 -7.71 5.56
H -3.43 -5.47 6.40
H -3.19 -2.70 5.63
O -1.46 0.22 -1.40
S -1.39 1.48 -2.30
C -2.84 2.48 -1.90
C -3.50 2.80 -3.24
C -3.48 1.48 -4.01
C -2.04 0.98 -3.92
H -2.52 3.35 -1.34
H -3.47 1.84 -1.28
H -2.92 3.56 -3.78
H -4.50 3.19 -3.10
H -3.80 1.60 -5.04
H -4.15 0.76 -3.53
H -1.40 1.46 -4.66
H -1.92 -0.10 -3.99
N -1.98 -2.95 -1.79
C -0.80 -2.48 -2.11
N -0.48 -2.25 -3.36
S 0.43 -2.28 -0.83
H -2.68 -3.17 -2.48
H -2.19 -3.15 -0.83
H -1.08 -2.54 -4.13
H 0.46 -1.94 -3.59
*
```

The computed Mulliken charges, all in e, follow: 3.5745 -0.2301 1.4002 -0.7825 -0.7857 -0.7497 -0.3531 -0.7161 0.4971 0.8010 -0.3978 -0.8460 -0.6149 -0.8360 -1.9406 0.5717 -0.8398 -0.8097 -0.7174 -0.9921 -0.0785 0.5375 0.4320 0.4643 0.5635 0.5745 0.4806 0.4402 0.4849 1.5636 0.4784 0.4924 0.4769 0.4846 0.5891 -0.8551 -0.1972 0.9035 -0.5328 -1.1909 -0.1425 -0.6645 0.9813 0.5481 -1.4831 -0.1683 0.4333 0.7154 -0.7687 -0.6164 -0.5082 -0.9381 0.3337 -0.0196 0.5069 -0.1943 0.5372 0.6493 0.5167 -0.1062 0.4540 0.4188 0.4202 0.4379 0.2303 -1.2059 1.0636 -0.6945 -0.8304 -0.5871 -0.6944 0.3143 0.3732 0.3163 0.3975 0.4108 0.3106 0.4247 0.0706 -0.3206 0.5810 -0.2104 -0.4804 0.2386 0.1651 0.2865 0.1538

=====

# C37H37F3FeO2P2

C37H37F3FeO2P2 as an isolated structure in a non-equilibrium geometry (ωB97M-V with the def2-TZVPD basis set, the Open Molecules 2025 dataset).

Summary:
Energy above the lowest of the compared OMol25 structures with the same formula, charge and spin = 111.4 kcal/mol
<S²> = 6.014
HOMO-LUMO gap (alpha / beta) = 6.18 / 5.61 eV

Geometry as ORCA input:
```
! RIJCOSX wB97M-V def2-TZVPD def2/J DEFGRID3
* xyz 0 5
Fe 1.39 -1.00 1.29
C -2.67 -0.07 6.05
C -2.75 0.05 4.71
C -3.32 1.26 4.02
C -2.36 2.09 3.10
C -1.12 2.56 3.80
C -0.80 2.34 5.11
C -1.69 2.32 6.32
C -2.16 0.99 7.00
C 2.61 0.28 2.45
H -3.07 -1.00 6.52
H -2.39 -0.71 3.99
H -3.88 1.86 4.75
H -4.05 0.84 3.30
H -2.02 1.39 2.32
H -2.92 2.93 2.63
H -0.73 3.48 3.33
H 0.21 1.90 5.32
H -2.58 2.91 6.04
H -1.09 2.79 7.12
H -1.34 0.58 7.63
H -2.95 1.24 7.71
H 2.55 0.39 3.57
H 2.40 1.27 2.01
H 3.63 -0.09 2.22
P 0.09 -2.11 -2.40
P 2.05 0.50 -2.86
C -0.52 -0.54 -3.05
C 0.30 0.51 -3.33
C -0.57 -3.26 -3.75
C -1.69 -2.93 -4.53
C -2.11 -3.73 -5.61
C -1.45 -4.94 -5.89
C -0.33 -5.28 -5.11
C 0.11 -4.45 -4.08
C -1.00 -2.27 -0.93
C -0.72 -1.46 0.21
C -1.60 -1.50 1.31
C -2.67 -2.40 1.32
C -2.93 -3.21 0.20
C -2.09 -3.15 -0.92
C 2.63 1.09 -4.58
C 2.37 0.27 -5.70
C 2.82 0.64 -6.97
C 3.49 1.85 -7.17
C 3.66 2.71 -6.09
C 3.23 2.33 -4.81
C 2.19 2.08 -1.93
C 3.35 2.27 -1.16
C 3.51 3.43 -0.40
C 2.49 4.40 -0.39
C 1.34 4.22 -1.17
C 1.19 3.06 -1.93
H -1.59 -0.48 -3.25
H -0.06 1.35 -3.94
H -2.28 -2.04 -4.30
H -2.96 -3.43 -6.22
H -1.78 -5.57 -6.71
H 0.18 -6.21 -5.32
H 0.97 -4.75 -3.49
H 0.04 -0.63 0.12
H -1.42 -0.82 2.16
H -3.31 -2.49 2.20
H -3.79 -3.88 0.20
H -2.35 -3.72 -1.83
H 1.77 -0.64 -5.57
H 2.61 -0.01 -7.82
H 3.86 2.12 -8.16
H 4.11 3.69 -6.23
H 3.31 3.06 -3.99
H 4.13 1.50 -1.16
H 4.42 3.57 0.19
H 2.61 5.30 0.21
H 0.56 4.98 -1.18
H 0.28 2.92 -2.52
F 1.07 -1.36 6.75
C 0.75 -2.14 5.67
F 1.65 -3.13 5.60
F -0.50 -2.66 5.89
C 0.60 -1.27 4.33
O 0.17 -0.12 4.51
O 0.92 -1.82 3.22
*
```

The computed Mulliken charges, all in e, follow: 0.2064 -0.6203 0.1278 -0.9163 -0.0618 -0.4021 -0.3058 -0.6729 -0.6734 -0.9477 0.3286 0.1828 0.3943 0.4022 -0.0875 0.4298 0.4377 0.2232 0.2494 0.3437 0.2829 0.4254 0.3357 0.1740 0.3853 0.1142 0.0822 -0.5255 -0.7914 0.4298 0.0501 -0.6532 -0.4151 -0.5139 -0.5085 0.9344 -0.8245 1.5932 -0.8827 -0.7011 -0.5244 0.2217 -0.2902 -0.6396 -0.4312 -0.6306 -0.2013 0.4727 -0.5052 -0.6449 -0.4906 -0.7144 0.1765 0.6575 0.7125 0.1952 0.3556 0.3689 0.3646 0.3664 -0.3611 -0.1745 0.4479 0.3898 0.3476 0.3433 0.3668 0.3624 0.3746 0.2694 0.3855 0.4074 0.3863 0.3863 0.3355 -0.2545 0.7732 -0.2594 -0.2536 0.2774 -0.3598 -0.6394

=====

# C37H37F3IrO2P2

C37H37F3IrO2P2 as an isolated structure in a non-equilibrium geometry (ωB97M-V with the def2-TZVPD basis set, the Open Molecules 2025 dataset).

Summary:
Energy above the lowest of the compared OMol25 structures with the same formula, charge and spin = 0.0 kcal/mol
<S²> = 8.822
HOMO-LUMO gap (alpha / beta) = 6.82 / 5.07 eV

Geometry as ORCA input:
```
! RIJCOSX wB97M-V def2-TZVPD def2/J DEFGRID3
* xyz 2 6
Ir 0.38 0.06 4.47
C -2.17 -0.10 5.92
C -1.67 -0.33 4.59
C -2.36 0.32 3.39
C -1.60 1.51 2.85
C -0.39 1.80 3.74
C -0.70 2.44 5.00
C -1.98 2.47 5.68
C -2.50 1.17 6.49
C 2.10 -0.65 3.97
H -2.27 -0.99 6.55
H -1.58 -1.43 4.49
H -3.39 0.58 3.63
H -2.46 -0.50 2.65
H -1.31 1.36 1.80
H -2.28 2.36 2.85
H 0.42 2.35 3.23
H 0.12 2.97 5.48
H -2.82 2.77 5.01
H -1.95 3.27 6.45
H -2.06 1.23 7.51
H -3.60 1.26 6.68
H 2.35 -1.49 4.63
H 2.90 0.10 4.04
H 1.98 -0.99 2.93
P -0.10 -2.04 -2.99
P 1.76 0.41 -3.35
C -0.80 -0.50 -3.62
C 0.05 0.51 -3.95
C -0.71 -3.21 -4.31
C -1.79 -2.91 -5.15
C -2.32 -3.90 -6.00
C -1.68 -5.13 -6.15
C -0.48 -5.36 -5.45
C 0.01 -4.41 -4.55
C -1.20 -2.22 -1.55
C -0.88 -1.36 -0.48
C -1.57 -1.46 0.71
C -2.58 -2.42 0.87
C -2.92 -3.25 -0.21
C -2.24 -3.15 -1.42
C 2.49 1.05 -4.94
C 2.38 0.22 -6.08
C 2.82 0.67 -7.32
C 3.41 1.94 -7.48
C 3.52 2.75 -6.35
C 3.06 2.32 -5.09
C 1.95 1.91 -2.35
C 3.14 2.04 -1.61
C 3.37 3.18 -0.86
C 2.40 4.19 -0.80
C 1.21 4.06 -1.53
C 0.97 2.92 -2.30
H -1.90 -0.41 -3.64
H -0.22 1.38 -4.57
H -2.23 -1.91 -5.16
H -3.24 -3.69 -6.57
H -2.10 -5.90 -6.81
H 0.06 -6.28 -5.62
H 0.94 -4.59 -4.01
H -0.08 -0.63 -0.58
H -1.29 -0.79 1.53
H -3.09 -2.53 1.83
H -3.71 -4.00 -0.09
H -2.50 -3.80 -2.26
H 1.93 -0.77 -5.98
H 2.72 0.03 -8.20
H 3.78 2.27 -8.45
H 3.98 3.73 -6.44
H 3.16 2.99 -4.24
H 3.86 1.22 -1.63
H 4.31 3.28 -0.30
H 2.57 5.07 -0.20
H 0.45 4.85 -1.49
H 0.03 2.79 -2.83
F 0.02 -0.70 9.42
C 0.97 -0.08 8.66
F 1.09 1.20 9.12
F 2.16 -0.72 8.84
C 0.68 -0.15 7.08
O 0.41 -1.21 6.46
O 0.81 0.94 6.43
*
```

The computed Mulliken charges, all in e, follow: 1.2380 -0.7055 -0.3679 -0.0820 -1.0783 -0.2802 -0.3858 -0.7738 -0.7583 -1.0785 0.4220 0.9434 0.5471 -0.4571 0.4014 0.4143 0.7855 0.3849 0.2753 0.4711 0.3921 0.4958 0.3356 0.3726 0.3326 0.3308 0.2586 -0.5641 -0.7965 0.3951 0.0493 -0.6142 -0.5170 -0.5381 -0.5241 0.9512 -0.9021 -0.2000 -0.5876 -0.9567 -0.3696 0.4907 -0.2965 -0.6530 -0.5122 -0.5961 -0.3139 0.3299 -0.2854 -0.7348 -0.4993 -0.7913 -0.0232 0.7568 0.8075 0.3327 0.4048 0.4091 0.4016 0.3828 0.3234 0.2976 0.4083 0.3769 0.4212 0.3883 0.3857 0.3929 0.3921 0.2800 0.4158 0.4712 0.4571 0.4351 0.4074 -0.2287 0.6477 -0.2203 -0.2216 0.7604 -0.7040 -0.7559

=====

Question: What is the <S²> in the second record?
Answer: 6.014

=====

Question: Look up the <S²> of the first one.
Answer: 0.771

=====

Question: Among the records above, which one has the highest energy above the lowest of the compared OMol25 structures with the same formula, charge and spin?
Answer: C37H37F3FeO2P2

=====

Question: What is the <S²> in the second record?
Answer: 6.014